Entry from the Open Molecules 2025 dataset: a 2-piece molecular cluster, C31H52N4O4P overall (ωB97M-V/def2-TZVPD).

XYZ file:
```
92
Properties=species:S:1:pos:R:3:forces:R:3:mulliken_charge:R:1
C 1.51189 -5.57892 2.07073 0.115 0.586 0.187 -0.74
C 2.57289 -4.78719 1.29789 -0.388 -0.037 -0.013 -0.85
C 2.49713 -3.38128 1.80512 -0.216 0.123 -0.325 -0.10
N 1.39184 -2.75484 1.50762 0.176 0.351 0.123 -0.20
C 1.21811 -1.50011 1.98994 -0.175 -0.232 -0.368 0.02
C -0.02578 -0.84806 1.73097 -0.479 0.011 0.101 0.39
C -1.05473 -1.66342 0.97642 0.007 0.731 0.058 -1.34
C -1.02717 -1.31176 -0.52577 0.193 -0.548 0.235 -0.34
C -0.43043 -2.40491 -1.39117 0.265 -0.106 -0.829 -0.23
C -0.48040 -2.07547 -2.91298 -0.692 -0.169 0.608 -1.09
C -0.73607 -0.61174 -3.21546 0.855 0.091 -0.353 0.03
C -0.64743 -0.22509 -4.69757 -0.192 0.423 0.632 -0.90
C -1.57763 0.95842 -5.02443 0.428 -0.198 -0.899 -0.56
C -0.84380 2.29257 -5.23603 -0.200 -0.142 0.510 -1.08
C -0.87740 3.22625 -4.03152 -0.227 0.298 -0.255 -0.43
C -2.26816 3.64887 -3.56557 0.253 0.087 0.373 -0.34
C -2.19224 4.42258 -2.24433 -0.464 0.009 -0.077 -0.08
O -2.67868 5.75715 -2.38219 0.178 0.187 0.317 -0.48
C -1.68423 6.74799 -2.25925 -0.275 0.045 -0.351 -0.66
C -0.23967 0.44678 2.20164 0.900 0.037 0.169 0.75
C -1.57940 1.14409 2.08323 -0.160 -0.748 -0.278 -2.20
C -1.98377 1.75766 0.75476 0.068 -0.114 -0.117 1.30
C -3.43386 1.67231 0.41427 -0.330 0.012 0.080 -1.48
N -1.20375 2.32469 -0.06490 0.339 -0.047 0.111 -0.21
C 0.83254 1.09588 2.91790 0.242 -0.102 0.100 0.77
C 0.72430 2.51150 3.47159 -0.083 -0.606 -1.025 -0.71
C 1.84536 3.48860 3.15134 0.216 -0.483 0.053 0.19
O 1.85398 4.55492 3.71037 0.055 0.572 0.598 -0.63
N 2.87028 3.12282 2.27051 0.004 0.832 -0.251 0.22
C 2.38750 2.91606 0.89271 -0.089 -0.552 0.112 -1.14
C 3.95392 4.11105 2.28239 0.115 -0.376 -0.412 -1.10
C 2.00628 0.43077 3.18015 -0.372 0.285 0.064 0.04
C 2.22692 -0.87780 2.72809 0.284 0.372 0.334 -0.47
N 3.39389 -1.51484 3.04423 -0.522 -0.193 -0.199 -0.64
C 3.48530 -2.74413 2.59858 0.595 -0.002 0.579 0.57
P 5.00026 -3.64583 3.03272 0.256 -0.397 -0.819 0.39
O 5.95643 -3.84023 1.91702 0.207 0.156 -0.050 -0.65
H 0.63208 -4.93890 2.09222 -0.442 -0.326 -0.060 0.17
H 1.82355 -5.73248 3.10518 0.069 -0.328 0.048 0.25
H 1.20386 -6.49203 1.58001 0.164 -0.292 0.032 0.36
H 3.57689 -5.19883 1.31313 0.163 -0.084 0.051 0.51
H 2.23466 -4.73245 0.26645 0.128 -0.074 -0.235 0.18
H -2.03595 -1.42545 1.37951 -0.189 -0.050 0.081 0.47
H -0.89701 -2.72703 1.12674 -0.153 -0.245 0.046 0.41
H -2.02562 -1.10084 -0.89536 -0.281 0.105 0.105 0.53
H -0.43009 -0.42015 -0.65805 -0.040 0.445 -0.075 -0.12
H 0.60855 -2.59191 -1.13019 0.116 0.090 0.334 0.03
H -0.94655 -3.34680 -1.23725 -0.087 -0.139 0.345 0.19
H -1.30435 -2.65162 -3.33607 -0.027 -0.088 -0.262 0.40
H 0.43300 -2.42904 -3.38389 0.136 0.060 -0.209 0.24
H 0.02318 -0.02960 -2.69079 0.000 0.215 0.112 0.18
H -1.68348 -0.27430 -2.81055 -0.234 -0.164 0.049 0.12
H 0.37529 0.09280 -4.88374 0.219 -0.131 -0.242 0.39
H -0.83739 -1.06429 -5.36161 -0.188 -0.221 0.052 0.42
H -2.35165 1.05314 -4.27066 -0.096 -0.021 0.108 0.35
H -2.08525 0.71610 -5.95641 -0.219 0.030 -0.090 0.44
H -1.25324 2.80495 -6.10402 -0.072 0.170 -0.094 0.36
H 0.20017 2.07619 -5.44901 0.152 0.022 -0.250 0.42
H -0.34520 2.80235 -3.18046 0.069 -0.242 0.042 0.18
H -0.34942 4.14085 -4.30980 0.217 0.094 0.106 0.32
H -2.91981 2.78952 -3.44020 -0.070 -0.140 -0.010 0.33
H -2.73899 4.31094 -4.28693 -0.091 0.025 -0.246 0.29
H -1.17308 4.41210 -1.86442 0.120 0.132 0.070 0.39
H -2.80207 3.95454 -1.47483 0.000 -0.051 -0.036 -0.24
H -0.95310 6.51255 -1.48815 0.139 -0.126 0.083 0.28
H -2.15884 7.68719 -1.98901 -0.177 0.080 0.031 0.30
H -1.18553 6.89879 -3.21921 0.300 0.015 -0.037 0.26
H -2.34410 0.40899 2.32200 -0.137 -0.116 0.119 0.53
H -1.68887 1.92428 2.82922 -0.038 0.082 0.177 0.77
H -3.64222 0.73923 -0.10215 0.109 -0.278 -0.076 0.19
H -4.05682 1.66439 1.30434 -0.107 0.134 0.131 0.46
H -3.72894 2.47750 -0.24906 -0.021 0.122 -0.018 0.35
H -0.25501 2.25020 0.29802 0.241 -0.006 -0.094 -0.07
H 0.64343 2.47928 4.55179 0.007 0.146 0.233 0.48
H -0.17226 2.99070 3.09539 -0.169 0.210 0.090 -0.01
H 2.27911 1.86078 0.65754 -0.195 -0.140 0.042 0.13
H 1.45073 3.44294 0.72677 -0.205 0.008 -0.111 0.47
H 3.09438 3.32388 0.18225 0.260 0.123 0.008 0.52
H 4.73593 3.74064 1.62574 0.128 -0.145 -0.025 0.41
H 3.63138 5.07107 1.88303 -0.066 0.267 0.197 0.36
H 4.37212 4.21893 3.27332 -0.102 0.141 0.209 0.33
H 2.78214 0.90867 3.75503 0.168 0.046 0.042 0.47
H 5.54871 -2.97992 4.14346 -0.335 0.035 0.129 0.08
H 4.53413 -4.89448 3.49575 -0.135 0.219 0.419 0.06
C -2.29299 -6.91938 2.38538 -0.297 -0.308 -0.144 -1.06
C -2.34392 -5.95425 1.17391 0.032 -0.278 0.436 -0.70
O -1.52505 -4.89861 1.32766 -0.020 0.274 -0.295 -0.49
H -2.59592 -6.40408 3.30046 0.071 0.094 -0.006 0.25
H -2.97014 -7.77936 2.24208 0.057 0.064 0.014 0.40
H -1.28209 -7.31201 2.52584 0.056 0.092 0.004 0.17
H -3.43632 -5.71304 1.04971 0.050 0.172 -0.008 0.24
H -2.13627 -6.60796 0.28083 0.133 0.128 -0.045 0.24
```
Positions in Å, forces in eV/Å.

Net charge ... -1
E ... -56429.20330 eV

***

Entry from the Open Molecules 2025 dataset: a 9-piece molecular cluster, C31H52O27 overall (ωB97M-V/def2-TZVPD).

XYZ file:
```
110
Properties=species:S:1:pos:R:3:forces:R:3:mulliken_charge:R:1
C -2.84464 0.59328 2.27064 -1.892 0.907 1.129 -1.10
C -2.73397 0.80602 3.76851 0.181 -0.374 0.288 -0.19
O -1.34156 1.05903 4.04166 0.272 -0.444 -0.376 -0.08
C -1.00750 1.23567 5.31306 -0.002 0.861 0.680 0.53
O -1.76489 1.49900 6.20665 -0.537 -0.309 0.527 -0.63
O 0.29772 1.19683 5.41044 1.665 -0.268 -1.901 0.18
C 1.03720 1.25825 6.61705 -1.957 -0.031 1.256 -0.96
H -3.92266 0.57831 2.06319 0.014 -0.261 -0.008 0.55
H -2.45702 -0.36311 1.94173 0.693 0.382 -0.326 0.22
H -2.56650 1.55784 1.84873 0.784 -0.565 -0.735 0.20
H -3.03299 -0.07414 4.34371 -0.008 0.030 -0.098 0.05
H -3.31525 1.64483 4.15592 -0.031 0.029 -0.272 0.33
H 0.73123 2.16368 7.14863 0.369 0.068 0.019 0.38
H 2.10523 1.21054 6.45167 -0.103 -0.010 -0.504 0.21
H 0.66998 0.42113 7.21618 0.506 -0.033 0.184 0.32
C -4.91977 -3.34284 -5.47388 -0.775 -0.429 0.061 -1.38
C -3.97758 -3.25625 -4.30712 -0.335 1.256 0.095 0.05
O -3.84654 -4.53842 -3.71636 0.114 -0.182 0.500 -0.33
C -4.47947 -4.74285 -2.53065 0.348 0.449 -1.394 0.86
O -4.99062 -3.88031 -1.88231 -0.123 0.012 0.622 -0.54
O -4.43721 -6.04403 -2.30210 0.422 -0.030 0.465 -0.36
C -4.50213 -6.43859 -0.93535 -0.747 -1.292 0.520 -0.73
H -5.01455 -2.37818 -5.97345 0.279 -0.185 -0.326 0.35
H -5.93340 -3.59256 -5.14318 0.085 0.123 0.284 0.33
H -4.65941 -4.18777 -6.11295 0.298 0.424 -0.393 0.32
H -4.34091 -2.50053 -3.60275 -0.158 -0.425 0.249 0.30
H -3.00692 -2.84558 -4.60178 0.241 -0.708 -0.100 0.25
H -5.20357 -5.86692 -0.33255 0.167 0.422 -0.215 0.34
H -3.52588 -6.51489 -0.45845 0.158 0.494 -0.242 0.28
H -4.89067 -7.45927 -0.94802 0.021 0.073 -0.125 0.29
C 0.24822 1.74444 0.94515 0.956 0.916 0.726 -0.50
C 0.95632 0.38238 0.97691 -0.569 0.978 0.125 0.72
O 0.02633 -0.69477 0.80307 0.386 -0.090 0.216 -0.19
C -0.33986 -0.96405 -0.43731 -0.396 0.415 0.139 0.45
O 0.01161 -0.37888 -1.43555 0.289 0.047 -0.379 -0.32
O -1.22237 -1.93893 -0.37935 -0.321 -0.758 0.552 -0.51
C -1.95397 -2.28773 -1.54687 0.276 0.040 -0.226 -0.01
H 0.02373 2.07260 1.96404 -0.854 -0.609 0.006 0.00
H -0.60245 1.84978 0.27867 -0.052 -0.216 0.030 0.57
H 0.96441 2.55014 0.73924 0.163 -0.338 -0.706 -0.21
H 1.33539 0.29901 1.99064 0.285 -0.510 -0.124 -0.40
H 1.75626 0.31134 0.24553 0.049 -0.160 0.001 -0.01
H -2.66176 -3.06759 -1.28311 -0.041 0.192 0.345 0.07
H -1.27795 -2.72453 -2.28620 -0.061 0.340 -0.181 0.31
H -2.48703 -1.39718 -1.87985 0.026 -0.194 -0.340 -0.13
C 3.40861 -2.67239 4.26778 -0.717 -0.375 0.159 -1.48
C 2.30102 -1.64879 4.10892 0.626 1.111 -0.005 0.61
O 1.36617 -1.62438 5.20746 0.208 -0.569 -0.329 -0.24
C 0.21085 -2.24399 5.00567 -0.271 0.159 0.719 0.87
O -0.19482 -2.75518 4.00216 -0.074 -0.052 -0.228 -0.60
O -0.45439 -2.18171 6.18083 0.097 0.475 -0.500 -0.36
C -1.85219 -2.41687 6.14901 -0.448 -0.745 0.994 -0.50
H 4.10003 -2.34105 5.03924 0.189 -0.102 -0.129 0.33
H 3.89610 -2.81724 3.30564 0.261 0.181 0.084 0.39
H 3.00888 -3.64645 4.56005 -0.047 0.027 -0.001 0.38
H 1.78982 -1.68521 3.14975 -0.235 -0.373 0.149 -0.01
H 2.75985 -0.65972 4.18052 -0.049 0.010 -0.207 0.00
H -2.45470 -1.68802 5.61025 0.434 0.126 -0.270 0.09
H -2.13299 -2.36157 7.20182 -0.106 0.098 -0.095 0.26
H -2.09823 -3.42832 5.82406 0.163 0.082 -0.319 0.33
O 3.91260 1.42337 2.88900 0.423 0.064 -0.620 -0.54
C 3.37171 2.47828 2.95148 -0.892 -1.022 1.186 0.69
O 2.75204 2.85064 4.11366 0.574 0.297 0.158 -0.28
C 2.03779 4.05180 3.92519 0.053 0.370 -1.413 -0.11
C 2.53426 4.54701 2.55541 -0.095 -0.020 -0.795 -0.42
O 3.13706 3.35161 1.97752 -0.033 0.928 -0.043 -0.26
H 0.99117 3.79257 3.76580 -0.178 0.178 0.716 0.10
H 2.23765 4.78427 4.70044 -0.229 -0.232 0.276 0.35
H 3.23976 5.37341 2.48354 0.412 -0.245 0.608 0.27
H 1.71545 4.88345 1.91934 -0.126 -0.417 -0.090 0.24
O 3.82457 -1.15928 -2.11704 -0.235 0.367 -0.154 -0.51
C 3.03128 -1.27028 -2.99521 0.362 -1.223 0.167 0.72
O 2.93923 -0.50398 -4.09024 -0.239 0.252 -0.156 -0.34
C 1.89078 -1.01958 -4.92726 -0.233 1.497 -0.727 -0.41
C 1.14916 -1.99708 -4.04681 0.219 -0.413 -0.738 0.54
O 2.15840 -2.30742 -3.09971 -0.431 0.024 0.919 -0.38
H 1.29363 -0.14351 -5.20005 -0.117 -0.204 -0.018 0.18
H 2.31142 -1.40086 -5.85814 0.164 -0.337 0.258 0.28
H 0.88738 -2.91096 -4.58107 0.042 0.015 0.082 0.42
H 0.24164 -1.56807 -3.61578 0.329 0.027 0.425 -0.48
O 7.20897 1.58525 -0.23074 -0.276 -0.094 0.190 -0.56
C 6.17054 1.61555 -0.80202 0.182 -0.205 -1.612 0.44
O 6.06342 1.57186 -2.18206 0.644 -0.041 0.455 -0.45
C 4.76318 1.93638 -2.59709 -0.124 0.075 -0.098 -0.16
C 3.97695 1.92467 -1.27110 -0.595 0.887 -0.697 1.38
O 4.94710 1.67592 -0.27831 -0.253 0.250 0.696 -0.18
H 4.80855 2.93111 -3.05111 -0.024 0.123 0.344 0.25
H 4.39324 1.29680 -3.39663 0.120 -0.475 0.385 0.16
H 3.13895 1.24071 -1.16330 0.339 -0.473 -0.208 -0.99
H 3.55229 2.92681 -1.16588 0.146 0.018 0.570 0.07
O 2.39949 5.92263 -1.76568 0.113 0.020 -0.025 -0.53
C 1.97334 4.86998 -2.09924 0.187 -0.275 -0.481 0.62
O 1.12553 4.12382 -1.36493 0.025 0.207 0.981 -0.38
C 0.74985 2.91652 -2.00068 -0.475 0.983 -1.928 0.27
C 1.42128 3.11116 -3.37668 -0.105 -1.413 -0.114 0.21
O 2.27489 4.23852 -3.28969 -0.398 0.056 1.119 -0.41
H 1.00419 1.99666 -1.48567 0.189 0.268 0.233 -0.51
H -0.31554 2.95898 -2.23374 -0.096 -0.270 0.816 0.57
H 0.66563 3.29703 -4.13900 0.170 -0.002 -0.159 0.13
H 1.95444 2.17969 -3.58225 0.380 0.365 -0.532 -0.07
O -3.87491 0.70477 -1.83806 0.372 0.214 0.299 -0.53
C -3.40398 1.07275 -2.86448 -0.413 -0.314 0.104 0.47
O -2.11608 1.38590 -3.09389 -0.147 0.008 -0.028 0.08
C -1.89957 1.50981 -4.50937 -0.104 -0.202 0.473 0.23
C -3.31194 1.47589 -5.11804 0.230 0.412 0.381 -0.41
O -4.13132 1.18874 -3.98659 -0.333 -0.037 -0.635 -0.39
H -1.42279 2.47570 -4.65342 0.275 -0.214 -0.322 0.09
H -1.28636 0.64904 -4.77580 0.177 0.285 -0.355 -0.02
H -3.48081 0.72120 -5.88122 0.145 -0.089 0.034 0.29
H -3.56212 2.45751 -5.51847 -0.238 -0.063 0.005 0.27
```
Positions in Å, forces in eV/Å.

SMILES string ... CCOC(=O)OC.CCOC(=O)OC.CCOC(=O)OC.CCOC(=O)OC.O=C1OCCO1.O=C1OCCO1.O=C1OCCO1.O=C1OCCO1.O=C1OCCO1
Relative energy (zero: lowest compared OMol25 entry of this formula, charge and spin) ... 0.544 eV